A 3-piece molecular cluster, C4H14O3 overall in a non-equilibrium geometry. Source: OMol25; level of theory: ωB97M-V with the def2-TZVPD basis set.

Atoms and positions in Å:
1 C 0.38 -0.57 -2.43
2 C -0.02 -0.60 -0.87
3 C 1.29 -0.60 -0.13
4 C 1.33 -1.91 0.84
5 O 1.33 0.61 0.65
6 H 0.34 -1.55 -2.76
7 H 1.38 -0.11 -2.50
8 H -0.40 0.08 -2.84
9 H -0.63 0.29 -0.69
10 H -0.73 -1.43 -0.47
11 H 2.13 -0.55 -0.67
12 H 2.38 -1.83 1.42
13 H 0.49 -1.89 1.58
14 H 1.32 -2.77 0.23
15 H 1.61 0.53 1.55
16 H -0.22 1.46 0.97
17 H -0.82 2.38 2.06
18 O -0.81 1.50 1.72
19 H -2.79 1.90 -0.57
20 H -2.44 0.84 0.72
21 O -2.96 0.98 -0.19

Values from the calculation:
* energy: -386.45523 a.u.
* HOMO level: -10.50 eV
* frontier orbital gap: 11.223 eV
* spin multiplicity: 1
* energy above the lowest of the compared OMol25 structures with the same formula, charge and spin: 44.9 kcal per mole
* SMILES string: CC[C@H](C)O.O.O
* total charge: 0

A 2-piece molecular cluster, C4H14OSi2 overall in a non-equilibrium geometry. Source: OMol25; level of theory: ωB97M-V with the def2-TZVPD basis set.

Atoms and positions in Å:
1 C 3.09 -0.74 1.17
2 C -2.01 -0.61 1.53
3 C -4.34 0.05 -0.42
4 C 1.70 1.52 -0.76
5 O 2.33 -1.23 0.13
6 Si -2.53 -0.17 -0.10
7 Si 1.96 -0.26 -1.19
8 H 4.05 -1.30 1.01
9 H 2.66 -1.04 2.09
10 H 3.21 0.31 1.13
11 H -0.84 -0.64 1.80
12 H -2.63 -0.78 2.45
13 H 0.89 -1.04 -1.86
14 H -4.45 1.01 -1.05
15 H -4.69 -0.73 -1.05
16 H -4.94 0.28 0.39
17 H 2.53 1.86 -0.12
18 H 1.75 2.27 -1.62
19 H 0.80 1.67 -0.10
20 H -1.65 0.01 -1.22
21 H 3.10 -0.45 -2.20

Values from the calculation:
* energy: -814.94310 a.u.
* HOMO level: -8.14 eV
* frontier orbital gap: 8.923 eV
* spin multiplicity: 1
* energy above the lowest of the compared OMol25 structures with the same formula, charge and spin: 97.8 kcal per mole
* SMILES string: CO[SiH2]C.C=[SiH]C
* total charge: 0

A 2-piece molecular cluster, C4H15BN2 overall in a non-equilibrium geometry. Source: OMol25; level of theory: ωB97M-V with the def2-TZVPD basis set.

Atoms and positions in Å:
1 B 0.19 -0.03 -0.07
2 C 4.09 0.05 -0.03
3 C -4.05 0.49 0.48
4 C 1.62 0.51 0.00
5 C -0.95 0.60 0.72
6 N 2.72 -0.38 -0.49
7 N -3.15 -0.26 -0.27
8 H -0.17 -1.06 -0.50
9 H 4.44 0.94 -0.51
10 H 4.15 0.19 1.06
11 H 4.73 -0.77 -0.37
12 H -3.87 0.45 1.49
13 H -4.32 1.54 0.15
14 H -5.06 0.00 0.46
15 H 1.77 1.51 -0.53
16 H 2.11 0.64 1.07
17 H -1.51 1.60 0.45
18 H -1.49 0.27 1.55
19 H 2.69 -1.28 0.07
20 H 2.84 -0.60 -1.48
21 H -3.18 -0.06 -1.28
22 H -2.92 -1.18 0.02

Values from the calculation:
* energy: -294.98520 a.u.
* HOMO level (alpha / beta): -18.13 / -17.14 eV
* frontier orbital gap (alpha / beta): 8.728 / 7.000 eV
* spin multiplicity: 1
* energy above the lowest of the compared OMol25 structures with the same formula, charge and spin: 65.7 kcal per mole
* total charge: +2

C4H15Cu2F2N2O8S2 as an isolated structure in a non-equilibrium geometry. Source: OMol25; level of theory: ωB97M-V with the def2-TZVPD basis set.

Atoms and positions in Å:
1 Cu -2.35 1.63 2.30
2 Cu 1.00 3.45 1.85
3 N -3.41 1.74 0.46
4 S -3.04 1.11 -1.03
5 O -2.46 2.03 -2.04
6 O -3.72 -0.05 -1.54
7 F -1.64 0.33 -0.56
8 S -4.73 2.17 -0.15
9 O -5.79 1.10 -0.22
10 O -4.75 3.33 -1.04
11 F -5.33 2.89 1.15
12 O -0.32 1.79 1.52
13 H -0.32 1.16 0.78
14 O 0.29 3.47 3.92
15 H 0.85 3.12 4.63
16 O 1.48 0.43 3.72
17 H 0.71 0.76 3.26
18 H 2.17 1.07 3.53
19 C 3.17 -3.29 -1.01
20 C 2.84 -1.86 -0.57
21 C 1.47 -1.32 -1.06
22 O 1.47 -1.31 -2.41
23 C 0.19 -1.16 -3.04
24 N 2.82 -1.76 0.89
25 H 3.46 -3.41 -2.05
26 H 2.17 -3.71 -0.89
27 H 3.98 -3.82 -0.51
28 H 3.55 -1.15 -0.99
29 H 1.31 -0.31 -0.68
30 H 0.68 -2.00 -0.74
31 H 0.48 -0.96 -4.07
32 H -0.38 -0.25 -2.85
33 H -0.43 -2.05 -3.04
34 H 2.13 -2.33 1.38
35 H 2.45 -0.85 1.12

Values from the calculation:
* energy: -5149.24768 a.u.
* HOMO level (alpha / beta): -12.30 / -12.30 eV
* frontier orbital gap (alpha / beta): 7.232 / 3.334 eV
* spin multiplicity: 3
* energy above the lowest of the compared OMol25 structures with the same formula, charge and spin: 120.5 kcal per mole
* total charge: +1
* expectation value of S²: 2.01

A 2-piece molecular cluster, C4H15N2 overall in a non-equilibrium geometry. Source: OMol25; level of theory: ωB97M-V with the def2-TZVPD basis set.

Atoms and positions in Å:
1 C 1.30 -0.92 -0.02
2 N 1.11 0.23 -0.94
3 C -0.02 -1.72 0.13
4 N 0.33 -2.93 0.97
5 H 1.66 -0.61 1.03
6 H 2.10 -1.64 -0.36
7 H 0.53 0.87 -0.39
8 H 1.98 0.73 -1.07
9 H -0.34 -2.14 -0.87
10 H -0.86 -1.18 0.66
11 H -0.51 -3.53 1.10
12 H 1.06 -3.48 0.45
13 H 0.78 -2.66 1.85
14 C -1.72 2.15 0.19
15 C -0.95 3.25 -0.53
16 H -2.58 2.57 0.68
17 H -1.18 1.56 0.95
18 H -2.06 1.41 -0.58
19 H -0.66 3.99 0.18
20 H -0.04 2.87 -1.04
21 H -1.59 3.66 -1.33

Values from the calculation:
* energy: -270.63522 a.u.
* HOMO level: -13.83 eV
* frontier orbital gap: 9.926 eV
* spin multiplicity: 1
* energy above the lowest of the compared OMol25 structures with the same formula, charge and spin: 31.9 kcal per mole
* total charge: +1

A 2-piece molecular cluster, C4H15N2 overall in a non-equilibrium geometry. Source: OMol25; level of theory: ωB97M-V with the def2-TZVPD basis set.

Atoms and positions in Å:
1 C -2.13 -0.40 1.69
2 N -1.12 -1.49 1.79
3 H -1.78 0.47 1.10
4 H -2.40 -0.08 2.72
5 H -3.04 -0.82 1.19
6 H -0.88 -1.89 0.89
7 H -0.25 -1.12 2.20
8 C -0.24 0.30 -1.82
9 C 1.11 0.54 -1.15
10 C 1.05 1.53 0.04
11 N 1.57 -0.76 -0.61
12 H -0.17 -0.51 -2.59
13 H -1.01 -0.03 -1.06
14 H -0.57 1.31 -2.22
15 H 1.84 0.94 -1.86
16 H 0.24 1.29 0.73
17 H 0.86 2.51 -0.30
18 H 1.98 1.43 0.58
19 H 1.51 -1.56 -1.30
20 H 2.50 -0.66 -0.22
21 H 0.96 -1.01 0.19

Values from the calculation:
* energy: -270.64185 a.u.
* HOMO level: -13.10 eV
* frontier orbital gap: 9.388 eV
* spin multiplicity: 1
* energy above the lowest of the compared OMol25 structures with the same formula, charge and spin: 27.7 kcal per mole
* total charge: +1

A 2-piece molecular cluster, C4H15N2O overall in a non-equilibrium geometry. Source: OMol25; level of theory: ωB97M-V with the def2-TZVPD basis set.

Atoms and positions in Å:
1 N -1.14 -0.80 -1.90
2 C -0.34 0.53 -1.96
3 C 0.06 0.93 -0.55
4 N -0.78 0.50 0.57
5 C -0.12 -0.04 1.87
6 C 0.51 0.83 2.89
7 H -1.22 -1.23 -1.01
8 H -0.72 -1.39 -2.67
9 H -2.08 -0.62 -2.13
10 H 0.48 0.31 -2.58
11 H -1.01 1.25 -2.52
12 H 0.10 2.17 -0.69
13 H 1.19 0.68 -0.40
14 H -1.42 1.27 0.68
15 H 0.52 -0.92 1.47
16 H -0.90 -0.64 2.39
17 H 1.10 0.13 3.57
18 H 1.15 1.75 2.50
19 H -0.33 1.34 3.39
20 H 2.50 -1.63 -0.57
21 H 1.27 -1.05 0.00
22 O 1.52 -1.60 -0.70

Values from the calculation:
* energy: -345.84406 a.u.
* HOMO level: -13.40 eV
* frontier orbital gap: 10.181 eV
* spin multiplicity: 1
* energy above the lowest of the compared OMol25 structures with the same formula, charge and spin: 63.8 kcal per mole
* total charge: +1

A 2-piece molecular cluster, C4H15N2O overall in a non-equilibrium geometry. Source: OMol25; level of theory: ωB97M-V with the def2-TZVPD basis set.

Atoms and positions in Å:
1 N -0.75 0.14 -0.81
2 C -0.61 0.24 0.67
3 C 0.50 1.32 0.96
4 C -0.27 -1.09 1.24
5 N 0.35 -2.17 0.34
6 C 1.67 -2.14 -0.24
7 H 0.04 0.60 -1.38
8 H -0.81 -0.92 -1.08
9 H -1.61 0.66 -1.03
10 H -1.45 0.64 1.09
11 H 1.26 1.01 1.71
12 H 0.07 2.22 1.37
13 H 1.08 1.51 0.16
14 H 0.32 -0.89 2.10
15 H -1.28 -1.59 1.40
16 H -0.03 -3.03 0.62
17 H 2.09 -1.25 0.33
18 H 2.28 -3.07 0.03
19 H 1.63 -1.96 -1.33
20 H -2.14 3.52 -1.91
21 H -0.79 3.45 -2.11
22 O -1.54 2.82 -2.14

Values from the calculation:
* energy: -345.85480 a.u.
* HOMO level: -12.86 eV
* frontier orbital gap: 9.745 eV
* spin multiplicity: 1
* energy above the lowest of the compared OMol25 structures with the same formula, charge and spin: 57.0 kcal per mole
* total charge: +1

A 2-piece molecular cluster, C4H15N2O overall in a non-equilibrium geometry. Source: OMol25; level of theory: ωB97M-V with the def2-TZVPD basis set.

Atoms and positions in Å:
1 N 2.25 -0.75 -0.88
2 C 1.29 0.29 -1.21
3 C -0.02 0.24 -0.34
4 N 0.09 -0.56 1.01
5 C -0.74 -1.85 1.03
6 C -0.27 0.41 2.09
7 H 3.17 -0.46 -0.71
8 H 2.20 -1.41 -1.56
9 H 1.06 -1.03 1.07
10 H 1.00 0.25 -2.31
11 H 1.66 1.31 -1.12
12 H -0.94 -0.15 -0.84
13 H -0.13 1.34 -0.10
14 H -1.85 -1.61 0.94
15 H -0.61 -2.31 2.04
16 H -0.37 -2.48 0.27
17 H -1.13 1.04 1.80
18 H 0.41 1.28 2.10
19 H -0.53 0.09 3.07
20 H -2.47 1.55 -2.56
21 H -2.18 2.85 -1.90
22 O -1.89 1.96 -1.88

Values from the calculation:
* energy: -345.86819 a.u.
* HOMO level: -13.68 eV
* frontier orbital gap: 11.097 eV
* spin multiplicity: 1
* energy above the lowest of the compared OMol25 structures with the same formula, charge and spin: 48.6 kcal per mole
* total charge: +1

A 3-piece molecular cluster, C4H15N2O2 overall in a non-equilibrium geometry. Source: OMol25; level of theory: ωB97M-V with the def2-TZVPD basis set.

Atoms and positions in Å:
1 C 2.60 0.77 -0.61
2 C 1.23 0.82 -1.44
3 C 0.12 0.38 -0.55
4 C -0.79 1.27 0.05
5 N -1.83 0.61 0.84
6 N 2.69 -0.44 0.21
7 H 2.63 1.73 -0.11
8 H 3.36 0.65 -1.38
9 H 1.41 0.31 -2.39
10 H 1.06 1.86 -1.73
11 H -0.04 -0.66 -0.37
12 H -0.65 2.33 0.07
13 H -1.49 -0.29 1.16
14 H -2.06 1.16 1.66
15 H -2.72 0.40 0.35
16 H 3.45 -1.03 -0.09
17 H 2.98 -0.18 1.15
18 H 0.62 -1.68 1.59
19 H -0.40 -2.19 2.58
20 O -0.28 -1.51 1.90
21 H -2.53 -1.04 -1.59
22 H -3.94 -1.50 -1.06
23 O -3.10 -1.10 -0.82

Values from the calculation:
* energy: -421.23502 a.u.
* HOMO level (alpha / beta): -2.87 / -7.12 eV
* frontier orbital gap (alpha / beta): 3.441 / 7.593 eV
* spin multiplicity: 2
* energy above the lowest of the compared OMol25 structures with the same formula, charge and spin: 46.6 kcal per mole
* total charge: 0
* expectation value of S²: 0.75